No. 1
ORCA calculation (ωB97M-V with the def2-TZVPD basis set) on 3 unconnected molecules or ions with the total composition C22H40O4 in a non-equilibrium geometry.

- net charge = 0
- E_HOMO (eV) = -9.24
- SMILES = CC[C@H](C)C(=O)OCCCc1ccccc1.CCOCC.CCOCC

Geometry as XYZ:
```
66
C22H40O4 (ωB97M-V with the def2-TZVPD basis set)
C 3.03 -0.81 -0.54
C 1.94 -0.36 -1.53
C 2.02 1.11 -1.93
C 3.37 1.52 -2.54
C 1.61 2.03 -0.79
O 1.22 1.64 0.29
O 1.77 3.36 -1.09
C 0.63 4.14 -0.71
C -0.55 3.97 -1.68
C -1.73 3.17 -1.07
C -1.81 1.73 -1.52
C -2.09 0.76 -0.60
C -2.22 -0.55 -0.94
C -2.07 -0.91 -2.25
C -1.76 0.03 -3.18
C -1.64 1.34 -2.82
H 3.33 -0.02 0.15
H 3.91 -1.17 -1.08
H 2.65 -1.66 0.02
H 0.96 -0.58 -1.13
H 2.09 -0.94 -2.45
H 1.26 1.27 -2.70
H 4.20 0.89 -2.21
H 3.30 1.39 -3.62
H 3.63 2.56 -2.36
H 0.96 5.18 -0.75
H 0.34 3.96 0.32
H -0.24 3.58 -2.65
H -0.93 4.98 -1.86
H -1.74 3.27 0.01
H -2.64 3.66 -1.44
H -2.25 1.04 0.44
H -2.47 -1.31 -0.21
H -2.19 -1.94 -2.57
H -1.65 -0.24 -4.22
H -1.42 2.07 -3.60
C -0.77 1.77 2.67
C -0.08 1.70 4.02
O -0.76 2.41 5.05
C -2.06 1.96 5.35
C -2.12 0.53 5.85
H -0.97 2.81 2.40
H -0.15 1.32 1.90
H -1.73 1.24 2.68
H 0.90 2.16 3.94
H 0.08 0.66 4.32
H -2.73 2.11 4.49
H -2.43 2.63 6.14
H -1.86 -0.18 5.06
H -3.13 0.29 6.18
H -1.43 0.38 6.67
C 0.76 -5.77 -2.27
C 1.54 -5.26 -1.07
O 1.39 -3.88 -0.83
C 0.08 -3.43 -0.55
C -0.52 -4.05 0.71
H 0.99 -5.17 -3.15
H 1.02 -6.81 -2.48
H -0.31 -5.72 -2.11
H 2.61 -5.42 -1.24
H 1.28 -5.84 -0.17
H -0.57 -3.60 -1.42
H 0.15 -2.36 -0.42
H -0.70 -5.12 0.59
H -1.48 -3.58 0.94
H 0.16 -3.92 1.55
```

***

No. 2
ORCA calculation (ωB97M-V with the def2-TZVPD basis set) on a molecular structure, C22H41BN6O4PdSi in a non-equilibrium geometry.

- net charge = 0
- E_HOMO (alpha / beta) (eV) = -8.71 / -8.96
- spin multiplicity = 3

Geometry as XYZ:
```
76
C22H41BN6O4PdSi (ωB97M-V with the def2-TZVPD basis set)
H 0.85 2.81 -1.44
N 0.23 1.47 -2.96
B -0.23 0.23 -5.15
N 0.16 1.53 -4.33
C 0.43 2.80 -4.72
Pd -0.39 -0.24 -1.86
H 0.40 3.06 -5.76
C 0.73 3.53 -3.57
H 1.02 4.56 -3.53
C 0.63 2.65 -2.48
H -0.14 0.40 -6.32
C -2.23 -2.69 -0.11
H -1.32 -3.31 0.04
H -1.99 -1.66 -0.49
H -2.94 -3.18 -0.81
N -1.64 -0.20 -4.70
N 0.74 -0.94 -4.69
N -1.79 -0.43 -3.35
N 0.83 -1.33 -3.38
C -2.83 -0.40 -5.31
C 1.56 -1.73 -5.42
H -2.93 -0.32 -6.38
H 1.61 -1.57 -6.48
C -3.76 -0.74 -4.34
C 2.18 -2.60 -4.55
C -3.08 -0.75 -3.11
C 1.71 -2.31 -3.26
H -4.80 -0.98 -4.46
H 2.90 -3.34 -4.81
H -3.43 -0.96 -2.11
H 1.99 -2.75 -2.30
H -2.75 -2.55 0.86
C 3.26 -1.46 2.87
C 2.07 -2.06 2.13
C 2.43 -2.33 0.68
C 1.65 -3.36 2.80
O 0.94 -1.18 2.16
Si 0.46 0.17 1.33
O 0.80 0.14 -0.22
O -1.11 0.29 1.88
C -1.74 -0.03 3.20
C -2.47 -1.36 3.10
C -0.67 -0.11 4.28
C -2.78 1.05 3.50
O 1.25 1.47 2.03
C 0.85 2.85 2.14
C -0.49 3.13 1.49
C 0.85 3.18 3.63
C 1.89 3.77 1.51
H 4.11 -2.16 2.81
H 3.03 -1.29 3.93
H 3.57 -0.50 2.43
H 3.26 -3.05 0.64
H 1.58 -2.76 0.15
H 2.73 -1.41 0.16
H 1.42 -3.20 3.86
H 0.75 -3.77 2.32
H 2.44 -4.11 2.73
H -3.33 -1.28 2.43
H -1.76 -2.13 2.78
H -2.86 -1.67 4.08
H -1.13 -0.37 5.24
H 0.06 -0.88 4.02
H -0.14 0.84 4.39
H -2.34 2.01 3.79
H -3.45 1.21 2.64
H -3.42 0.72 4.33
H -1.30 2.51 1.89
H -0.75 4.19 1.66
H -0.45 2.97 0.40
H 1.86 3.02 4.02
H 0.58 4.24 3.76
H 0.15 2.56 4.19
H 2.87 3.64 1.99
H 2.00 3.63 0.44
H 1.57 4.80 1.69
```

***

No. 3
ORCA calculation (ωB97M-V with the def2-TZVPD basis set) on a molecular structure, C22H41BN7PSr in a non-equilibrium geometry.

- net charge = 0
- E_HOMO (eV) = -5.43

Geometry as XYZ:
```
73
C22H41BN7PSr (ωB97M-V with the def2-TZVPD basis set)
H 1.20 -2.72 -2.03
N -0.87 -2.37 -1.65
B -3.40 -2.69 -1.54
N -1.96 -3.23 -1.67
C -1.56 -4.50 -1.91
Sr -1.62 0.67 -1.31
H -2.29 -5.29 -1.94
C -0.18 -4.49 -2.08
H 0.44 -5.33 -2.29
C 0.21 -3.13 -1.93
H -4.19 -3.57 -1.74
C -3.87 1.85 -1.20
H -3.21 2.73 -0.97
H -4.51 1.64 -0.34
H -4.48 2.07 -2.08
N -3.56 -1.60 -2.63
N -3.63 -2.08 -0.14
N -2.68 -0.50 -2.72
N -3.03 -0.88 0.23
C -4.50 -1.49 -3.59
C -4.43 -2.52 0.85
H -5.30 -2.22 -3.64
H -4.97 -3.45 0.73
C -4.23 -0.36 -4.37
C -4.38 -1.60 1.89
C -3.08 0.21 -3.82
C -3.51 -0.58 1.46
H -4.81 0.00 -5.20
H -4.90 -1.64 2.83
H -2.55 1.12 -4.12
H -3.24 0.33 1.97
H 0.83 0.08 -1.17
C 2.08 3.52 -0.54
C 2.01 2.85 0.85
C 3.26 3.23 1.65
C 0.80 3.46 1.57
P 1.83 0.99 0.64
N 0.70 0.83 -0.49
C 3.44 0.17 0.11
C 4.41 -0.01 1.29
C 3.20 -1.23 -0.50
C 4.13 1.02 -0.97
C 1.14 0.25 2.22
C 1.20 -1.29 2.14
C 1.88 0.72 3.48
C -0.35 0.62 2.36
H 1.97 4.60 -0.40
H 1.26 3.17 -1.18
H 3.03 3.35 -1.05
H 3.25 4.33 1.78
H 3.27 2.79 2.66
H 4.20 2.98 1.14
H -0.15 3.20 1.08
H 0.75 3.22 2.64
H 0.89 4.56 1.51
H 4.05 -0.73 2.04
H 5.35 -0.42 0.89
H 4.66 0.94 1.79
H 2.53 -1.20 -1.37
H 4.17 -1.60 -0.87
H 2.82 -1.96 0.22
H 3.43 1.28 -1.78
H 4.58 1.94 -0.56
H 4.94 0.43 -1.41
H 2.22 -1.68 2.20
H 0.66 -1.68 3.02
H 0.70 -1.67 1.25
H 1.71 1.78 3.70
H 1.47 0.15 4.33
H 2.96 0.53 3.45
H -0.52 1.67 2.61
H -0.91 0.39 1.44
H -0.78 0.01 3.17
```

***

No. 4
ORCA calculation (ωB97M-V with the def2-TZVPD basis set) on a molecular structure, C22H41ClLiN2O11P3S4 in a non-equilibrium geometry.

- net charge = 0
- E_HOMO (eV) = -8.48

Geometry as XYZ:
```
85
C22H41ClLiN2O11P3S4 (ωB97M-V with the def2-TZVPD basis set)
C -1.78 -1.39 -4.50
C -2.39 0.12 -4.72
C -1.21 1.26 -5.05
C -0.09 1.40 -3.86
N 0.73 2.66 -3.87
C 1.87 2.66 -2.89
C 1.39 2.78 -1.30
C 2.49 1.97 -0.39
C 2.24 1.84 1.20
C 1.23 0.65 1.78
P -0.49 1.21 1.25
O -0.66 2.97 1.07
Cl -2.00 0.98 2.79
C 1.44 0.83 3.43
P 0.80 2.49 4.14
S 2.08 3.11 5.53
O 0.78 -0.20 4.24
S 1.46 -1.77 3.94
O 0.98 -2.83 5.01
O 2.94 -1.62 4.32
C 0.98 -2.10 2.19
O -0.45 -1.93 2.04
C -1.39 -2.25 3.04
C -1.66 -3.76 3.56
C -2.97 -4.39 2.73
P 1.17 -3.86 1.50
N 1.75 -4.76 2.76
O 2.20 -4.17 0.17
O -0.36 -4.54 0.87
C 1.70 -0.89 1.27
C 3.33 -0.87 1.30
C 4.20 -2.22 1.31
O 4.55 -3.04 2.30
O 4.82 -2.66 0.01
C 1.27 -1.19 -0.30
O 0.05 -1.24 -0.82
O 2.34 -1.53 -1.30
C -0.09 3.92 -3.85
S 0.19 5.04 -5.15
S -1.40 4.42 -2.61
C -2.62 3.05 -2.25
C -3.91 3.56 -1.32
C -4.62 2.28 -0.55
H -2.15 -1.76 -3.43
H -0.62 -1.49 -4.65
H -2.35 -2.10 -5.28
H -3.06 0.08 -5.70
H -3.09 0.42 -3.83
H -1.81 2.25 -5.28
H -0.67 0.91 -6.03
H 0.67 0.50 -4.01
H -0.64 1.17 -2.84
H 2.50 1.67 -3.08
H 2.62 3.55 -3.15
H 1.34 3.93 -1.06
H 0.30 2.35 -1.27
H 3.48 2.65 -0.49
H 2.76 1.01 -0.99
H 3.32 1.82 1.72
H 1.86 2.93 1.53
H -1.64 3.21 1.06
H 2.60 0.87 3.72
H -0.43 2.22 4.87
H 0.67 3.57 3.22
H -2.45 -1.94 2.57
H -1.39 -1.58 4.03
H -2.04 -3.72 4.69
H -0.74 -4.49 3.56
H -3.98 -4.25 3.31
H -3.04 -3.91 1.64
H -2.73 -5.53 2.56
H 2.65 -5.18 2.41
H 2.16 -5.18 -0.01
H -0.60 -3.87 0.15
H 3.82 -0.26 0.40
H 3.71 -0.26 2.25
H 5.18 -3.60 0.10
H -3.01 2.52 -3.22
H -2.05 2.26 -1.57
H -3.57 4.31 -0.46
H -4.71 4.04 -2.04
H -5.69 2.56 -0.13
H -4.76 1.35 -1.28
H -3.99 1.89 0.38
Li 0.68 -0.87 -3.37
```

***

No. 5
ORCA calculation (ωB97M-V with the def2-TZVPD basis set) on 5 unconnected molecules or ions with the total composition C22H41ClN6O4P in a non-equilibrium geometry.

- net charge = -1
- E_HOMO (eV) = -4.81

Geometry as XYZ:
```
75
C22H41ClN6O4P (ωB97M-V with the def2-TZVPD basis set)
C 0.11 -0.94 2.44
N -0.01 -1.05 3.90
C 0.95 -0.17 4.61
C 0.46 0.07 6.03
C 1.43 0.67 7.05
O 0.96 0.28 8.36
C 2.85 0.16 6.98
N 3.65 1.01 6.08
C 0.98 1.19 3.85
O -0.11 1.80 3.72
O 2.09 1.53 3.43
P 0.08 -2.71 4.27
O 1.59 -2.89 4.94
Cl -1.03 -2.90 6.08
H -0.51 -0.15 2.05
H -0.24 -1.85 1.97
H 1.14 -0.81 2.11
H 1.95 -0.56 4.55
H -0.37 0.76 5.93
H 0.06 -0.83 6.49
H 1.45 1.75 7.04
H 0.00 0.34 8.35
H 2.89 -0.90 6.73
H 3.29 0.26 7.96
H 3.90 0.52 5.23
H 4.52 1.24 6.53
H 1.54 -3.04 5.89
C 1.22 -4.69 -0.79
C 0.52 -4.09 -2.00
C -0.05 -2.70 -1.72
C -1.06 -2.76 -0.66
N -1.84 -2.80 0.18
H 0.53 -4.84 0.04
H 1.64 -5.67 -1.03
H 2.03 -4.05 -0.44
H -0.28 -4.76 -2.33
H 1.23 -4.01 -2.83
H -0.53 -2.30 -2.61
H 0.74 -2.01 -1.42
C -3.91 -0.74 -5.68
C -4.78 -1.72 -4.91
C -4.10 -2.26 -3.65
C -2.86 -2.97 -3.97
N -1.88 -3.51 -4.22
H -2.99 -1.21 -6.04
H -4.44 -0.35 -6.55
H -3.64 0.11 -5.05
H -5.05 -2.56 -5.57
H -5.72 -1.24 -4.63
H -4.76 -2.95 -3.12
H -3.86 -1.44 -2.97
C 3.74 2.22 0.95
C 5.09 2.91 0.87
C 5.65 2.99 -0.56
C 5.86 1.66 -1.14
N 6.03 0.62 -1.60
H 3.80 1.18 0.62
H 3.36 2.21 1.98
H 3.00 2.73 0.33
H 5.80 2.38 1.51
H 5.00 3.92 1.26
H 6.61 3.51 -0.56
H 4.97 3.55 -1.20
C -2.81 3.29 -5.51
C -3.79 4.33 -6.03
C -5.21 3.78 -6.20
C -5.23 2.69 -7.16
N -5.23 1.83 -7.93
H -2.70 2.46 -6.22
H -1.82 3.73 -5.38
H -3.13 2.88 -4.55
H -3.44 4.73 -6.98
H -3.82 5.17 -5.33
H -5.89 4.57 -6.55
H -5.59 3.41 -5.24
```

***

No. 6
ORCA calculation (ωB97M-V with the def2-TZVPD basis set) on a molecular structure, C22H41ClNOP3Pb in a non-equilibrium geometry.

- energy above the lowest of the compared OMol25 structures with the same formula, charge and spin (kcal per mole) = 20.0
- net charge = +4
- E_HOMO (alpha / beta) (eV) = -17.84 / -17.83

Geometry as XYZ:
```
70
C22H41ClNOP3Pb (ωB97M-V with the def2-TZVPD basis set)
Pb -0.93 0.22 0.16
P 0.22 2.25 1.72
P -2.02 1.85 -1.94
P 0.07 -2.17 1.14
H -0.02 -1.26 -4.63
C -0.15 -2.20 -4.10
C -1.36 -2.72 -3.86
H -2.27 -2.31 -4.32
C 1.84 2.70 0.99
C -0.66 3.84 1.75
C 0.62 1.80 3.45
C -2.70 1.04 -3.42
C -3.36 3.00 -1.48
C -0.79 3.00 -2.68
C -0.18 -3.66 0.12
C -0.31 -2.66 2.84
C 1.88 -2.08 1.14
H 0.74 -2.63 -3.63
H -1.50 -3.66 -3.32
H 2.37 3.48 1.56
H 1.75 3.02 -0.06
H 2.43 1.77 1.08
H -0.10 4.57 2.37
H -1.66 3.66 2.18
H -0.75 4.22 0.72
H 1.07 2.64 4.00
H 1.32 0.94 3.47
H -0.32 1.50 3.94
H -2.64 1.78 -4.24
H -3.74 0.76 -3.21
H -2.13 0.13 -3.67
H -3.35 3.82 -2.22
H -3.19 3.40 -0.47
H -4.31 2.45 -1.50
H -1.33 3.62 -3.41
H 0.00 2.41 -3.20
H -0.33 3.62 -1.90
H 0.61 -4.39 0.37
H -0.14 -3.40 -0.95
H -1.17 -4.08 0.34
H 0.40 -3.44 3.16
H -1.34 -3.02 2.89
H -0.21 -1.78 3.49
H 2.29 -3.00 1.58
H 2.24 -1.21 1.71
H 2.21 -1.98 0.10
C 4.83 -0.41 0.12
C 5.97 0.38 -0.08
C 7.02 -0.15 -0.83
C 6.91 -1.43 -1.41
C 5.82 -2.24 -1.06
C 4.84 -1.77 -0.20
O 3.63 0.20 0.48
H 3.76 1.15 0.32
H 5.96 1.40 0.29
H 7.92 0.45 -0.98
H 7.67 -1.78 -2.10
H 5.77 -3.26 -1.48
H 4.09 -2.46 0.19
Cl -6.49 -2.46 0.25
C -5.46 -1.36 1.04
C -5.91 -0.69 2.18
C -5.04 0.21 2.79
C -3.77 0.40 2.23
N -3.35 -0.25 1.13
C -4.18 -1.13 0.53
H -6.91 -0.88 2.57
H -5.31 0.77 3.67
H -3.06 1.09 2.69
H -3.83 -1.65 -0.37
```

***

Look up the net charge of the sixth one. +4